This record from the Open Molecules 2025 dataset describes 3 unconnected molecules or ions with the total composition C4H9Cl at a distorted geometry. The level of theory is the ωB97M-V functional and the def2-TZVPD basis.

Geometry as XYZ:
```
14
Properties=species:S:1:pos:R:3:nbo_charge:R:1
H -0.631 1.462 -1.213 0.1945
C 0.476 0.279 -0.056 0.0130
C -0.445 0.428 -0.935 -0.3820
C 1.059 1.528 0.549 -0.4233
Cl 0.463 1.769 2.128 -0.0307
H 1.005 -0.607 1.860 0.2352
H -0.991 -0.333 -1.417 0.2059
H -1.299 -2.244 0.862 -0.0082
C 1.176 -0.832 0.748 -0.6635
H 0.821 -1.853 0.574 0.2178
H 2.133 1.428 0.609 0.2074
H 2.204 -0.874 0.741 0.2211
H -1.981 -2.734 0.523 0.0055
H 0.800 2.362 0.010 0.2075
```

## Properties
Frontier orbital gap, eV: 11.1
Energy relative to the best compared isomer or geometry (same formula, charge and spin), kJ/mol: 278.3
Total charge: 0
DFT total energy, Eh: -617.89806
LUMO level, eV: 1.0